## a
The following is a quantum chemistry calculation of a cluster of 2 separate species, C4H14NO in total, from the Open Molecules 2025 dataset.

Last column: natural (NBO) charge in e.
Atoms and positions in Å:
C 0.387 1.624 -1.249  -0.62
C -0.319 0.250 -1.109  -0.04
N 0.445 -0.546 -0.092  -0.51
C 1.981 -0.501 -0.026  -0.41
C -1.762 0.515 -0.647  -0.64
H 0.376 2.144 -0.293  0.22
H -0.059 2.176 -2.071  0.25
H 1.416 1.471 -1.580  0.22
H -0.172 -0.259 -2.058  0.22
H 0.306 -0.153 0.834  0.45
H 0.109 -1.486 0.101  0.44
H 2.253 0.233 0.722  0.23
H 2.330 -1.492 0.242  0.24
H 2.406 -0.279 -0.994  0.24
H -2.391 -0.061 -1.323  0.25
H -2.058 1.552 -0.578  0.25
H -1.930 0.065 0.336  0.22
H -0.899 -1.946 2.869  0.50
H -1.129 -0.448 3.020  0.50
O -0.668 -1.110 2.493  -0.98

The multiplicity is 1. The lowest unoccupied orbital energy is -3.00 eV. The value obtained for the HOMO energy is -16.0 eV. Its charge is +1.

## b
The following is a quantum chemistry calculation of a cluster of 2 separate species, C4H14NO in total, from the Open Molecules 2025 dataset.

Last column: natural (NBO) charge in e.
Atoms and positions in Å:
C 0.696 -0.447 -0.813  -0.18
C -0.444 0.473 -1.212  -0.25
C -0.950 0.076 -2.616  -0.61
C -1.499 0.494 -0.124  -0.63
N 1.326 -0.008 0.528  -0.71
H 0.309 -1.446 -0.638  0.23
H 1.582 -0.483 -1.437  0.23
H -0.087 1.501 -1.299  0.21
H -1.766 -0.642 -2.615  0.23
H -1.227 0.990 -3.138  0.24
H -0.139 -0.354 -3.213  0.22
H -2.429 0.980 -0.431  0.25
H -1.198 1.118 0.726  0.20
H -1.827 -0.484 0.238  0.22
H 1.083 0.883 0.987  0.45
H 1.221 -0.514 1.427  0.47
H 2.329 0.011 0.369  0.44
H 1.242 -1.425 4.529  0.48
H 0.610 -0.113 4.683  0.49
O 1.168 -0.608 4.051  -0.97

The multiplicity is 1. The lowest unoccupied orbital energy is -3.35 eV. The value obtained for the HOMO energy is -15.4 eV. Its charge is +1.

Preferred: a; penalty for the next structure: 6.0 kJ/mol.

## a
The following is a quantum chemistry calculation of the ion C7H16N with charge +1, from the Open Molecules 2025 dataset.

Last column: natural (NBO) charge in e.
Atoms and positions in Å:
C 2.361 2.704 -0.420  -0.66
C 1.485 1.889 0.491  -0.13
C 0.227 1.565 0.176  -0.26
C -0.689 0.889 1.158  -0.42
C -0.793 -0.684 1.053  -0.43
C -0.688 -1.184 -0.376  -0.02
C -2.025 -1.608 -1.020  -0.63
N 0.273 -2.428 -0.374  -0.68
H 2.078 3.755 -0.359  0.24
H 3.396 2.667 -0.119  0.23
H 2.213 2.481 -1.474  0.22
H 1.955 1.568 1.416  0.20
H -0.158 1.975 -0.752  0.21
H -0.448 1.073 2.198  0.23
H -1.703 1.278 1.027  0.22
H -1.780 -0.907 1.415  0.23
H -0.101 -1.144 1.760  0.21
H -0.162 -0.538 -1.068  0.23
H -2.148 -1.227 -2.028  0.25
H -2.863 -1.372 -0.382  0.25
H -2.039 -2.692 -1.136  0.21
H 0.797 -2.455 -1.257  0.44
H 0.974 -2.261 0.346  0.44
H -0.162 -3.344 -0.277  0.44

The multiplicity is 1. The lowest unoccupied orbital energy is -3.44 eV. The value obtained for the HOMO energy is -12.5 eV. As for the structure (SMILES): C/C=C/CC[C@H](C)[NH3+]. Its charge is +1.

## b
The following is a quantum chemistry calculation of the ion C7H16N with charge +1, from the Open Molecules 2025 dataset.

Last column: natural (NBO) charge in e.
Atoms and positions in Å:
C -0.652 0.536 1.832  -0.41
C 0.254 0.211 0.922  0.00
C 1.371 -0.767 1.179  -0.45
C 1.404 -1.535 2.500  -0.61
C 0.327 0.943 -0.402  -0.46
C -0.331 0.171 -1.551  -0.03
C -0.454 0.994 -2.826  -0.64
N -1.735 -0.175 -1.072  -0.69
H -0.717 0.060 2.798  0.23
H -1.371 1.323 1.617  0.19
H 1.354 -1.495 0.358  0.20
H 2.330 -0.289 0.999  0.23
H 2.444 -1.732 2.761  0.23
H 1.027 -0.903 3.308  0.21
H 0.886 -2.487 2.503  0.22
H 1.371 1.137 -0.646  0.26
H -0.162 1.927 -0.306  0.22
H 0.215 -0.749 -1.753  0.23
H -0.978 0.403 -3.569  0.22
H -0.948 1.956 -2.686  0.23
H 0.543 1.109 -3.250  0.26
H -2.420 -0.402 -1.796  0.45
H -2.089 0.651 -0.579  0.44
H -1.669 -0.886 -0.340  0.46

The multiplicity is 1. The lowest unoccupied orbital energy is -3.30 eV. The value obtained for the HOMO energy is -13.6 eV. As for the structure (SMILES): C=C(CC)C[C@H](C)[NH3+]. Its charge is +1.

Preferred: b; penalty for the next structure: 60.1 kJ/mol.

## a
The following is a quantum chemistry calculation of an isolated molecule of C2H3NS2, from the Open Molecules 2025 dataset.

Last column: natural (NBO) charge in e.
Atoms and positions in Å:
C -1.136 -1.414 0.343  -0.05
C 0.586 0.708 -0.439  -0.64
N -2.262 -0.879 0.269  -0.53
S 0.508 -0.932 -0.508  0.35
S -2.931 0.489 -0.160  0.24
H -1.054 -2.185 1.091  0.21
H 0.125 1.391 0.200  0.21
H 1.083 1.378 -1.034  0.21

The multiplicity is 1. The lowest unoccupied orbital energy (spin up / spin down) is -0.45 / -1.46 eV. The value obtained for the HOMO energy (spin up / spin down) is -8.7 / -7.6 eV. Its charge is 0.

## b
The following is a quantum chemistry calculation of an isolated molecule of C2H3NS2, from the Open Molecules 2025 dataset.

Last column: natural (NBO) charge in e.
Atoms and positions in Å:
S 2.375 -0.246 -0.098  0.11
C 0.778 -0.121 0.225  -0.36
C 0.011 0.959 0.090  -0.04
N -1.282 0.960 -0.134  -0.50
S -1.959 -0.526 0.008  0.23
H 0.204 -1.120 0.539  0.22
H 0.685 1.982 0.367  0.21
H -3.304 -0.256 -0.411  0.14

The multiplicity is 1. The lowest unoccupied orbital energy is -1.69 eV. The value obtained for the HOMO energy is -9.1 eV. As for the structure (SMILES): S=C/C=N\S. Its charge is 0.

## c
The following is a quantum chemistry calculation of an isolated molecule of C2H3NS2, from the Open Molecules 2025 dataset.

Last column: natural (NBO) charge in e.
Atoms and positions in Å:
C 0.487 0.525 0.873  -0.07
C -0.343 -0.556 0.228  -0.54
N 0.762 1.615 0.470  -0.18
S -0.014 -0.768 -1.682  0.22
S -0.137 1.001 -2.450  -0.12
H 0.844 -0.117 1.746  0.22
H -0.313 -1.582 0.496  0.23
H -1.284 -0.118 0.318  0.24

The multiplicity is 1. The lowest unoccupied orbital energy (spin up / spin down) is -1.66 / -0.85 eV. The value obtained for the HOMO energy (spin up / spin down) is -8.7 / -8.7 eV. Its charge is 0.

Preferred: b; penalty for the next structure: 21.1 kJ/mol.

## a
The following is a quantum chemistry calculation of an isolated molecule of C2H4N3P, from the Open Molecules 2025 dataset.

Last column: natural (NBO) charge in e.
Atoms and positions in Å:
N 0.758 1.290 1.131  -0.82
C 0.118 0.410 0.316  -0.15
C 0.724 -0.528 -0.488  -0.15
N -0.104 -1.278 -1.202  -0.21
N -1.373 -0.995 -0.882  -0.63
P -1.686 0.132 0.366  0.53
H 1.739 1.174 1.430  0.40
H 0.072 1.827 1.580  0.39
H 1.810 -0.383 -0.840  0.21
H -2.058 -1.648 -1.411  0.42

The multiplicity is 1. The lowest unoccupied orbital energy is 0.92 eV. The value obtained for the HOMO energy is -7.7 eV. As for the structure (SMILES): Nc1cn[nH]p1. Its charge is 0.

## b
The following is a quantum chemistry calculation of an isolated molecule of C2H4N3P, from the Open Molecules 2025 dataset.

Last column: natural (NBO) charge in e.
Atoms and positions in Å:
P -1.720 0.456 -0.394  0.38
C 0.038 0.356 -0.314  -0.20
C 0.861 -0.629 -0.915  -0.11
N 2.138 -0.374 -0.618  -0.20
N 2.061 0.771 0.060  -0.20
N 0.776 1.284 0.320  -0.24
H -1.723 -0.011 0.819  -0.03
H -1.716 -0.928 -0.846  -0.02
H 0.488 -1.570 -1.274  0.22
H 2.852 1.022 0.636  0.40

The multiplicity is 1. The lowest unoccupied orbital energy is 1.08 eV. The value obtained for the HOMO energy is -9.6 eV. As for the structure (SMILES): Pc1cn[nH]n1. Its charge is 0.

Preferred: a; penalty for the next structure: 79.2 kJ/mol.